The following is a DFT calculation (ωB97M-V with the def2-TZVPD basis set) of C16H40LiN2O12P as an isolated structure.

The geometry in XYZ format:
```
72
Properties=species:S:1:pos:R:3:lowdin_charge:R:1
H 3.44 4.87 1.02 0.115
H 1.19 2.89 -0.49 0.128
H -2.93 0.83 1.45 0.046
C -4.23 -0.87 -1.67 -0.515
C 1.01 3.56 0.45 0.029
H -5.42 -1.46 0.75 0.084
C 2.53 -3.20 -3.23 -0.014
C -5.66 -2.07 -0.09 -0.029
H 2.76 -3.43 -4.28 0.105
C 4.52 -3.57 -1.93 -0.041
H 0.78 -0.77 1.36 0.080
H 2.15 -5.93 -2.34 0.042
H 0.58 1.39 3.18 0.095
O 0.45 -3.30 0.53 -0.033
H -1.95 1.98 0.45 0.117
C 1.07 -3.99 -0.53 -0.293
H 3.02 1.68 2.33 0.021
H 0.12 3.27 0.83 0.010
H 2.84 -4.09 -0.01 0.113
H 3.87 3.09 0.46 0.102
O -2.42 3.21 2.93 0.037
H 3.79 -5.94 -1.65 0.150
H 0.07 1.11 1.63 0.165
O -5.47 -1.45 -1.37 -0.005
H 4.93 -4.23 -2.71 0.096
O -4.43 4.19 2.57 0.007
H 2.55 1.13 0.89 0.173
H 1.14 4.77 0.13 0.167
O -3.27 -1.02 -0.90 0.022
N 3.14 -3.96 -2.04 -0.328
H 2.19 3.49 3.61 0.134
C 3.45 3.77 1.16 -0.001
C 1.12 1.09 2.29 -0.311
H 2.48 -2.46 -0.52 0.150
H 0.40 -2.47 0.14 -0.090
H 4.74 -2.50 -1.90 0.128
H 0.54 3.54 2.96 0.119
O 2.26 -0.02 -1.61 -0.310
H -2.16 0.05 -2.99 0.085
C 3.00 -5.42 -2.36 0.003
H 4.03 3.62 2.06 0.093
Li -1.32 -0.71 -0.70 0.617
O -4.31 -0.20 -2.80 0.041
H 0.99 -5.08 -0.51 0.119
P 0.88 -0.30 -1.41 -0.268
H 0.37 -3.68 -1.33 0.126
H 2.69 -2.07 -3.19 0.116
H -3.64 4.74 4.43 0.054
O -3.81 2.53 1.19 0.021
O -0.08 0.77 -1.15 -0.421
H -3.52 1.01 -0.05 0.119
H -6.63 -2.36 0.03 0.062
H 1.50 -3.00 -3.30 0.065
C 2.30 1.77 1.80 -0.087
C 1.60 3.96 2.76 -0.029
C -4.48 4.62 3.92 -0.015
H 5.01 -4.10 -1.01 0.141
O 0.44 -1.00 -0.01 -0.467
H -4.87 5.57 3.85 0.070
O 0.00 -1.19 -2.09 -0.373
H -5.40 4.18 4.19 0.103
C -3.11 0.49 -3.33 0.045
C -2.93 1.55 0.79 -0.046
H -3.10 0.41 -4.36 0.078
H 1.65 5.06 2.65 0.113
H -4.98 -2.87 0.04 0.090
C 2.40 -3.53 -0.76 -0.105
H 3.38 -5.54 -3.49 0.149
C -3.52 3.24 2.28 -0.501
N 2.08 3.30 1.54 -0.344
O 1.20 -0.34 2.34 -0.188
H -3.07 1.42 -2.91 0.070
```

For the energy above the lowest of the compared OMol25 structures with the same formula, charge and spin, the calculation gives 26.26 kcal/mol. The HOMO energy is -5.493 eV. Its total charge is 0. Its HOMO-LUMO gap is 0.218 Eh.

=====

The following is a DFT calculation (ωB97M-V with the def2-TZVPD basis set) of a 2-piece molecular cluster, C32H50Cl3NO9 overall.

The geometry in XYZ format:
```
95
Properties=species:S:1:pos:R:3:lowdin_charge:R:1
H 2.13 1.26 5.37 0.119
C 1.34 6.31 1.46 -0.131
O 0.47 0.68 -2.04 -0.087
H -2.85 8.87 -3.95 0.074
C -1.75 4.48 -5.50 -0.143
H 0.30 -3.75 6.08 0.081
C -1.89 9.28 -4.47 -0.116
H -1.61 -6.75 0.23 0.131
C -0.49 8.70 -3.76 -0.244
H -1.28 -6.33 2.06 0.084
H 3.31 -0.39 1.25 0.167
H -0.60 4.58 0.12 0.143
H -5.84 -10.55 2.35 0.078
C 0.29 3.91 -0.33 -0.127
H -5.56 -12.53 2.49 0.069
C 2.16 -0.13 1.11 -0.186
H -1.14 4.53 -2.20 0.134
H 0.73 3.66 1.89 0.122
C 0.68 -6.85 0.91 -0.212
C 1.83 -0.09 -0.49 -0.102
O -2.81 -8.78 1.71 -0.118
C -1.98 2.25 -7.05 -0.079
H 0.78 0.70 4.14 0.108
Cl -1.60 -3.52 2.12 0.554
H 0.92 1.59 -2.14 0.135
N -0.68 3.67 -5.58 0.057
O -0.43 7.23 -3.77 -0.249
C 1.57 1.55 4.36 -0.235
C 2.33 -4.76 1.10 -0.210
H 0.31 7.32 -1.69 0.133
O 1.64 7.56 1.10 -0.088
C 1.11 -5.42 0.22 -0.198
H 0.76 1.48 1.93 0.155
C -3.14 -9.98 0.92 -0.261
H 1.20 -7.04 1.97 0.119
H 3.34 -5.19 0.65 0.124
C -5.15 -11.49 2.14 -0.002
H -3.99 2.90 -7.47 0.104
H 3.34 -2.79 1.67 0.103
H -1.94 10.47 -4.45 0.082
H -1.62 5.36 -4.87 0.083
H 0.19 -4.73 0.04 0.093
Cl 2.56 -3.05 4.39 0.541
H 1.54 -5.68 -0.86 0.123
C 1.39 3.68 0.90 -0.248
C -3.07 3.12 -6.94 -0.082
H 1.01 -7.76 0.23 0.119
H 2.63 0.57 -1.07 0.158
H 0.27 4.78 -3.47 0.128
O 2.18 2.46 0.67 -0.143
H 1.88 -1.16 -1.03 0.132
C -0.12 5.08 -2.39 -0.160
C 2.35 5.04 1.08 -0.061
H 2.28 -5.12 2.21 0.084
C 1.93 1.43 1.68 -0.217
C -2.96 4.25 -6.15 -0.071
H 1.15 3.88 4.07 0.072
C -1.32 -8.58 1.67 -0.172
C -0.11 -4.20 5.07 -0.128
H 0.39 -2.30 0.41 0.149
C -0.82 2.57 -6.36 -0.147
H -1.51 6.88 -1.96 0.136
H 2.81 -2.93 -0.15 0.115
H 0.11 -5.35 5.02 0.086
C 2.45 -3.11 0.94 -0.160
H 3.62 1.01 3.31 0.120
H 3.01 5.26 0.13 0.137
H -3.23 -12.40 1.33 0.122
H -1.93 8.99 -5.63 0.084
H -2.04 1.36 -7.66 0.100
O 0.44 0.39 -0.74 -0.198
H 0.70 3.21 5.78 0.090
O 0.92 4.67 -1.43 -0.202
C 0.79 -3.45 3.88 -0.542
H -3.78 4.94 -6.04 0.102
H -0.22 2.91 -0.68 0.135
C 0.71 2.92 4.62 -0.533
C 1.09 -2.32 1.38 -0.299
C 0.19 -3.12 2.55 -0.444
O -2.89 -9.91 -0.41 -0.033
C -0.94 -7.03 1.16 -0.184
C 2.69 1.69 3.13 -0.102
H 0.43 9.08 -4.43 0.132
Cl -1.12 2.72 4.18 0.415
H -0.76 -9.38 1.02 0.131
O 1.28 -0.97 1.93 -0.147
H -0.37 9.18 -2.68 0.128
C -0.42 6.69 -2.38 -0.159
C -3.80 -11.37 1.48 -0.050
H 3.00 4.87 2.06 0.123
H 3.03 2.84 3.15 0.108
H 0.05 1.92 -6.41 0.101
H -1.24 -3.91 4.95 0.071
H -0.98 -8.67 2.81 0.139
H 0.36 6.14 2.10 0.138
```

As for the SMILES: C=CC(=O)OCCCCCC[C@H](O[C@@H](COO)[C@@H](CCCCl)O[C@@H](CC=O)COCCOCC)/C(Cl)=C(/C)Cl.c1ccncc1. The HOMO energy is -9.319 eV. Its total charge is 0. Its HOMO-LUMO gap is 0.341 Eh.

=====

The following is a DFT calculation (ωB97M-V with the def2-TZVPD basis set) of C44H39BrN9O7S3Ti as an isolated structure.

The geometry in XYZ format:
```
104
Properties=species:S:1:pos:R:3:lowdin_charge:R:1
C -1.36 2.86 -1.28 -0.160
C -2.73 2.36 0.50 -0.120
N 0.30 1.73 2.04 -0.231
S 1.54 2.28 -0.67 0.805
C -0.73 4.87 4.31 -0.056
O 4.77 -1.24 -0.66 -0.284
C -0.96 -6.47 -0.56 -0.077
H -3.87 -3.02 -2.33 0.096
H -2.03 1.34 3.12 0.087
C -1.86 -7.06 -1.43 -0.081
H 1.72 -0.74 -4.72 0.111
H 0.17 0.78 -5.94 0.105
H -2.59 -5.71 3.19 0.092
O -2.81 -4.30 -3.57 -0.081
N 2.48 -0.16 -0.89 -0.113
H 5.95 1.49 -5.31 0.105
C 3.58 2.53 -3.13 -0.024
H 6.37 3.69 4.59 0.092
N -0.87 3.67 2.26 0.140
C 0.16 3.91 4.75 -0.118
C -2.66 -1.87 3.91 -0.020
C -1.35 -4.32 -1.59 -0.152
C -2.09 3.98 -1.58 -0.076
C -1.21 4.70 3.01 -0.128
C 3.77 1.27 1.93 -0.047
H -2.10 -8.11 -1.35 0.104
C -0.01 2.78 2.80 -0.455
C -2.22 -4.94 -2.51 -0.214
H -4.39 -3.13 -4.02 0.099
C -0.66 -0.35 -2.32 -0.207
C 5.17 2.48 3.48 -0.320
C -1.64 -0.30 1.77 -0.170
C -1.23 0.85 -4.34 -0.007
C -3.18 4.32 -0.78 -0.664
H 1.17 -1.46 -2.45 0.082
C 0.81 -0.40 -4.26 -0.060
C 3.07 1.58 4.22 -0.078
H -1.93 1.48 -4.87 0.120
H -4.38 3.66 0.88 0.111
C -2.76 -4.68 3.53 -0.079
C 4.48 2.56 -4.18 -0.066
H -3.75 -0.82 -2.11 0.070
N 0.54 2.88 4.02 0.137
H -0.53 2.60 -1.92 0.056
O -2.20 -3.85 2.54 -0.105
C -2.59 -0.49 4.01 -0.077
O -2.77 0.94 -2.60 -0.098
H 3.59 0.84 0.96 0.076
H -1.84 4.59 -2.44 0.113
H 5.68 2.08 1.43 0.114
C -0.71 -5.12 -0.64 -0.025
O 0.66 -0.13 3.77 -0.248
O 3.15 -2.24 -2.20 -0.306
H -2.26 -4.55 4.50 0.095
C 4.23 2.26 4.49 -0.023
H 4.42 2.65 5.48 0.108
H -0.45 -7.07 0.18 0.106
H -3.04 -2.44 4.74 0.102
H 2.32 1.40 4.97 0.103
N -1.33 -2.42 0.56 0.178
H 6.87 3.50 2.97 0.095
N -0.90 -0.72 -0.97 0.025
C 2.50 1.06 -1.33 -0.795
S 3.69 -1.05 -1.58 0.654
C -1.05 -2.00 -0.68 -0.309
H -2.92 -2.23 -3.63 0.076
H 3.00 3.39 -2.84 0.096
C 5.23 1.44 -4.51 -0.068
C -1.57 0.45 -3.04 -0.239
C 4.94 1.95 2.20 -0.011
O 1.13 -0.37 1.39 -0.376
H -4.53 0.71 -1.67 0.103
C -3.53 -3.10 -3.36 -0.079
H -0.95 -2.59 -2.62 0.134
C -3.52 3.46 0.26 -0.095
C -2.21 -2.49 2.76 -0.196
N 6.34 3.14 3.75 0.105
C -0.05 0.45 -4.94 -0.070
C 5.06 0.24 -3.82 -0.036
C -3.58 0.18 -1.72 -0.049
H -2.92 -0.02 4.92 0.105
Ti -0.35 0.70 0.46 0.828
C 0.50 -0.80 -2.97 -0.045
H -1.88 5.41 2.55 0.109
H -3.15 -6.75 -3.11 0.121
H -1.02 5.71 4.92 0.092
Br -4.23 5.84 -1.16 0.774
H -1.42 -3.42 0.69 0.112
H 0.60 3.95 5.74 0.112
C 3.43 1.34 -2.43 -0.237
H 0.04 -4.68 0.00 0.127
H -3.83 -4.50 3.64 0.100
N -1.62 2.04 -0.22 -0.064
N -1.09 -2.94 -1.68 0.164
C 2.83 1.10 2.93 -0.266
H -3.15 0.12 -0.71 0.067
C -2.47 -6.30 -2.41 0.000
H -3.02 1.67 1.27 0.097
S 1.19 0.49 2.59 0.687
C 4.16 0.21 -2.78 -0.196
H 5.63 -0.63 -4.09 0.119
C -1.71 -1.69 1.70 -0.163
C -2.09 0.27 2.97 -0.149
H 4.60 3.47 -4.75 0.104
```

The HOMO energy (alpha / beta) is -6.998 / -7.811 eV. Its total charge is 0. Its HOMO-LUMO gap (alpha / beta) is 0.252 / 0.280 Eh. As for the spin multiplicity: 2.

=====

The following is a DFT calculation (ωB97M-V with the def2-TZVPD basis set) of C8H10O8PV as an isolated structure.

The geometry in XYZ format:
```
28
Properties=species:S:1:pos:R:3:nbo_charge:R:1
O -1.66 0.77 0.64 -0.853
H -2.27 -0.74 1.92 0.214
C 2.22 0.48 -1.26 0.584
H -2.19 -2.04 -0.97 0.211
O 0.91 2.83 1.71 -0.270
C 0.56 -1.36 0.80 0.507
O 0.04 -2.30 1.19 -0.315
O -0.48 -0.81 -1.01 -0.833
O 7.48 0.61 -0.64 -0.439
C -1.33 -1.79 -1.59 -0.275
H -3.43 0.03 -0.59 0.191
O 2.27 0.70 -2.40 -0.263
H -1.67 -1.44 -2.55 0.234
V 1.91 0.18 0.60 0.267
H 3.35 0.85 0.47 0.050
P -0.75 0.78 -0.72 1.836
C 6.42 0.21 -0.44 0.447
C -3.36 0.64 -1.51 -0.258
H -2.46 0.95 2.46 0.249
H -0.74 -2.70 -1.71 0.228
H -3.61 0.03 -2.39 0.220
O 3.33 -0.44 3.26 -0.246
C 2.94 -0.26 2.17 0.592
C 1.20 1.79 1.25 0.543
H -0.85 0.15 2.53 0.167
O -2.00 1.14 -1.76 -0.774
H -4.06 1.49 -1.42 0.238
C -1.78 0.25 1.96 -0.253
```

The HOMO energy (alpha / beta) is -17.869 / -17.911 eV. Its total charge is +2. Its HOMO-LUMO gap (alpha / beta) is 0.250 / 0.255 Eh. As for the spin multiplicity: 3.

=====

Computed molecular weight (Da) in order:
490.4 699.1 1029.8 316.1
Computed maximum force (Eh/bohr) in order:
0.2309 0.1671 0.0888 0.1729
Computed E (Ha) in order:
-1994.6075 -3361.0352 -7337.6794 -2197.3300